This record from the OMol25 dataset describes a 2-piece molecular cluster, C4H13N2O overall at a distorted geometry. The level of theory is ωB97M-V with the def2-TZVPD basis set.

Its total charge is +1. The value obtained for the HOMO-LUMO gap is 0.41802 Eh. The HOMO energy is -14.735 eV. The calculation puts the calculated total energy at -9380.5697 eV.

XYZ file:
```
20
Properties=species:S:1:pos:R:3:forces:R:3:mulliken_charge:R:1
C -1.19649 0.62705 -1.78781 -0.33 0.70 0.55 -1.0786
C -1.75631 -0.35796 -0.75013 0.36 -0.01 -0.89 -0.3704
C -0.79191 -0.65717 0.41893 -1.72 1.28 0.19 -0.6107
N 1.96514 0.38879 -0.05974 -1.04 -0.41 -0.47 -0.1960
C 1.51367 -0.79182 -0.45873 1.61 0.31 1.67 -0.0276
N 0.40771 -1.32927 -0.03034 -0.77 -0.27 -0.31 0.0382
H -1.30983 1.65669 -1.42692 0.14 -0.13 0.25 0.3085
H -0.13243 0.50375 -1.96949 0.02 -0.23 -0.40 0.2925
H -1.76793 0.65406 -2.71469 0.21 -0.49 -0.10 0.3506
H -2.01879 -1.30925 -1.22165 0.15 -0.04 -0.08 0.3387
H -2.71315 0.04239 -0.42000 0.11 -0.05 0.56 0.3383
H -1.38190 -1.24647 1.11997 0.62 -0.51 0.09 0.3427
H -0.58211 0.25919 0.96512 0.40 0.06 -0.11 0.1834
H 2.93064 0.64424 -0.15701 0.07 0.01 -0.38 0.2590
H 1.38777 0.94072 0.55989 0.10 0.16 0.22 0.2103
H 2.24358 -1.41658 -0.95719 -0.22 -0.16 -0.23 0.3887
H 0.26053 -2.31215 -0.16999 0.25 -0.27 -0.57 0.2695
H 0.38348 0.96244 3.34900 -1.18 -0.56 0.26 0.2919
H 1.61955 1.59559 3.11043 0.68 0.33 -0.49 0.2711
O 0.93875 1.14577 2.60032 0.54 0.29 0.24 -0.5999
```
Positions in Å, forces in eV/Å.